Entry 1:
Here is C32H26BrCl5F4O5PTi as an isolated structure from OMol25. Energies are from ωB97M-V/def2-TZVPD.

Values from the calculation:
- ⟨S²⟩: 2.003
- Kohn-Sham gap (alpha / beta): 0.262 / 0.299 Eh
- 2S+1: 3
- Maximum force: 0.57 eV/Å
- Highest occupied orbital energy (alpha / beta): -9.4 / -10.4 eV
- Total charge: +1
- E_LUMO (alpha / beta): -2.3 / -2.3 eV
- Energy relative to the best compared isomer or geometry (same formula, charge and spin): 0.0 kcal/mol

Positions of all 75 atoms, in Å:
Ti: 0.060 -0.477 -0.088
C: -2.695 -1.056 -1.720
C: -2.787 0.257 -0.979
O: -2.094 0.123 0.267
C: -2.865 -0.363 1.362
C: -1.867 -0.829 2.403
O: -0.823 -1.587 1.790
C: -1.158 -2.940 1.491
C: 0.073 -3.554 0.875
O: 0.518 -2.763 -0.238
C: 0.222 -3.269 -1.547
C: -1.168 -2.866 -1.982
O: -1.328 -1.480 -1.686
H: -3.032 -0.946 -2.754
H: -3.307 -1.826 -1.237
H: -3.829 0.534 -0.807
H: -2.286 1.061 -1.514
H: -3.518 -1.176 1.027
H: -3.488 0.439 1.767
H: -2.356 -1.422 3.180
H: -1.375 0.026 2.865
H: -2.011 -2.972 0.805
H: -1.422 -3.470 2.411
H: -0.132 -4.575 0.549
H: 0.895 -3.567 1.590
H: 0.324 -4.355 -1.560
H: 0.973 -2.842 -2.207
H: -1.935 -3.438 -1.449
H: -1.294 -3.043 -3.054
F: 0.774 3.747 6.568
C: 0.988 2.998 5.501
C: 2.028 2.089 5.485
F: 2.821 1.967 6.538
C: 2.238 1.314 4.355
F: 3.284 0.488 4.390
C: 1.420 1.391 3.237
P: 1.757 0.358 1.743
C: 3.201 1.243 1.079
C: 4.527 0.972 1.398
C: 5.542 1.735 0.840
C: 5.241 2.778 -0.025
C: 3.917 3.064 -0.332
C: 2.900 2.297 0.213
C: 2.371 -1.218 2.425
C: 3.317 -1.936 1.695
C: 3.713 -3.202 2.107
C: 3.154 -3.771 3.242
C: 2.195 -3.070 3.963
C: 1.805 -1.804 3.555
C: 0.403 2.352 3.259
Br: -0.647 2.742 1.743
C: 0.184 3.135 4.378
F: -0.783 4.044 4.408
H: 4.776 0.168 2.078
H: 6.573 1.515 1.086
H: 6.037 3.368 -0.459
H: 3.677 3.880 -1.002
H: 1.868 2.514 -0.038
H: 3.772 -1.502 0.811
H: 4.467 -3.736 1.543
H: 3.469 -4.753 3.570
H: 1.764 -3.503 4.856
H: 1.066 -1.264 4.136
Cl: 3.089 2.477 -6.033
C: 2.189 2.102 -4.619
C: 2.569 1.032 -3.812
Cl: 3.941 0.078 -4.201
C: 1.821 0.746 -2.682
Cl: 2.262 -0.591 -1.640
C: 0.695 1.482 -2.287
O: 0.045 1.201 -1.198
C: 0.336 2.553 -3.124
Cl: -1.044 3.478 -2.664
C: 1.068 2.857 -4.264
Cl: 0.587 4.177 -5.250

---

Entry 2:
Here is C32H26BrF4IN3NaO as an isolated structure from OMol25. Energies are from ωB97M-V/def2-TZVPD.

Values from the calculation:
- Kohn-Sham gap (alpha / beta): 0.204 / 0.196 Eh
- Maximum force: 0.92 eV/Å
- Highest occupied orbital energy (alpha / beta): -1.8 / -1.6 eV
- Total charge: -2
- E_LUMO (alpha / beta): 3.7 / 3.7 eV
- Energy relative to the best compared isomer or geometry (same formula, charge and spin): 31.6 kcal/mol

Positions of all 69 atoms, in Å:
Na: 0.922 -0.303 0.012
Br: 1.580 -0.192 3.226
C: 3.485 -0.378 3.179
C: 4.140 -0.402 4.380
C: 5.541 -0.541 4.406
C: 6.241 -0.607 3.235
C: 5.578 -0.545 1.986
C: 6.297 -0.550 0.771
C: 5.624 -0.543 -0.422
C: 4.212 -0.564 -0.448
C: 3.426 -0.517 0.693
C: 4.144 -0.477 1.925
H: 3.582 -0.319 5.304
H: 6.051 -0.592 5.362
H: 7.322 -0.718 3.247
H: 7.383 -0.547 0.803
H: 6.185 -0.527 -1.354
H: 3.727 -0.597 -1.423
C: -0.997 2.907 1.527
C: 0.324 3.113 0.874
N: 1.211 2.191 0.611
C: 2.274 2.818 0.011
C: 2.028 4.153 -0.091
N: 0.778 4.335 0.468
H: -1.126 1.842 1.705
H: -1.812 3.238 0.879
H: -1.058 3.454 2.473
H: 3.136 2.253 -0.307
H: 2.599 4.967 -0.504
H: 0.285 5.204 0.536
F: -4.362 -3.419 1.419
C: -3.028 -3.381 1.168
C: -2.590 -3.464 -0.142
C: -1.238 -3.451 -0.389
C: -0.288 -3.357 0.666
C: 1.078 -3.404 0.416
C: -0.802 -3.239 1.987
C: -2.153 -3.262 2.236
H: -3.313 -3.506 -0.946
H: -0.874 -3.494 -1.409
H: 1.451 -3.540 -0.589
H: 1.799 -3.375 1.221
H: -0.102 -3.108 2.803
H: -2.546 -3.174 3.241
N: 1.631 -1.762 -3.843
C: 0.923 -0.697 -3.277
O: 1.040 -0.477 -2.066
C: 0.103 0.045 -4.176
I: 1.951 1.724 -5.549
H: 2.398 -2.064 -3.261
H: 1.894 -1.615 -4.805
H: -0.510 0.831 -3.766
H: -0.195 -0.401 -5.111
F: -8.299 1.211 -2.524
C: -7.542 2.146 -1.878
F: -7.483 3.214 -2.706
F: -8.307 2.535 -0.818
C: -6.214 1.634 -1.477
C: -5.038 2.133 -2.033
C: -3.817 1.623 -1.644
C: -3.726 0.593 -0.686
C: -4.935 0.073 -0.172
C: -6.152 0.589 -0.552
C: -2.480 0.119 -0.226
C: -1.401 -0.226 0.264
H: -5.100 2.919 -2.775
H: -2.900 2.013 -2.064
H: -4.879 -0.742 0.539
H: -7.076 0.196 -0.143

---

Entry 3:
Here is C32H26Cl3MgN4O4S4 as an isolated structure from OMol25. Energies are from ωB97M-V/def2-TZVPD.

Values from the calculation:
- Kohn-Sham gap: 0.211 Eh
- Maximum force: 0.61 eV/Å
- Highest occupied orbital energy: -3.8 eV
- Total charge: -1
- E_LUMO: 1.9 eV
- Energy relative to the best compared isomer or geometry (same formula, charge and spin): 12.2 kcal/mol

Positions of all 74 atoms, in Å:
Mg: 0.436 0.792 0.375
C: -3.168 0.907 0.196
C: -2.756 1.410 1.424
C: -2.675 0.558 2.521
C: -3.008 -0.783 2.389
C: -3.422 -1.280 1.159
C: -3.500 -0.435 0.062
H: -3.200 1.559 -0.667
H: -2.455 2.445 1.510
H: -2.335 0.938 3.477
H: -2.931 -1.444 3.244
H: -3.663 -2.331 1.050
H: -3.779 -0.828 -0.908
S: 0.608 2.996 1.034
S: 4.679 1.355 -1.336
C: 4.025 0.031 -2.207
C: 2.789 -0.258 -1.735
N: 2.364 0.543 -0.701
C: 3.257 1.443 -0.400
H: 4.557 -0.449 -3.010
H: 2.143 -1.030 -2.122
H: 3.052 2.219 0.334
Cl: -3.942 4.447 4.695
C: -2.453 3.670 5.138
C: -1.404 3.622 4.241
C: -0.230 2.990 4.621
C: -0.070 2.402 5.872
C: 1.204 1.709 6.316
C: 2.139 1.217 5.203
N: 1.539 0.260 4.292
C: 1.419 -1.111 4.384
C: 0.892 -1.515 3.194
N: 0.663 -0.422 2.379
C: 1.098 0.610 3.073
O: 1.968 2.466 7.259
C: 2.229 3.847 7.005
C: 3.127 4.095 5.824
C: 4.412 3.655 5.731
Cl: 5.314 2.871 6.966
S: 5.072 3.851 4.159
C: 3.641 4.623 3.611
C: 2.707 4.684 4.593
C: -1.158 2.478 6.743
Cl: -1.070 1.772 8.335
C: -2.344 3.101 6.397
H: -1.476 4.047 3.247
H: 0.559 2.995 3.885
H: 0.904 0.827 6.888
H: 3.004 0.762 5.686
H: 2.498 2.044 4.594
H: 1.695 -1.660 5.267
H: 0.606 -2.512 2.902
H: 1.108 1.624 2.660
H: 2.704 4.189 7.925
H: 1.295 4.401 6.877
H: 3.530 4.914 2.577
H: 1.729 5.113 4.441
H: -3.167 3.137 7.094
O: -2.105 -3.859 -3.386
S: -0.959 -2.991 -3.416
O: -0.392 -2.686 -4.705
N: -1.218 -1.637 -2.559
C: -0.427 -1.561 -1.510
O: -0.434 -0.632 -0.669
C: 0.523 -2.725 -1.368
C: 1.519 -2.910 -0.427
C: 2.292 -4.062 -0.511
C: 2.071 -4.998 -1.520
C: 1.082 -4.796 -2.477
C: 0.327 -3.645 -2.374
H: 1.690 -2.164 0.335
H: 3.080 -4.233 0.211
H: 2.686 -5.887 -1.566
H: 0.914 -5.508 -3.274